Below is a 16-piece molecular cluster, C81H185N9O16 overall at a distorted geometry, with properties calculated with ωB97M-V/def2-TZVPD.

```
! wB97M-V def2-TZVPD RIJCOSX def2/J DEFGRID3
* xyz 0 1
C 17.8956 18.5221 11.5682
H 15.6718 11.5555 19.8906
O 11.7127 18.5258 19.6392
H 15.4600 28.5550 18.2236
H 12.2902 17.3479 14.9339
C 14.7056 24.4379 24.2891
H 22.0425 23.0948 14.8707
H 15.6762 24.6171 27.8109
C 13.7129 22.2443 17.0271
C 22.0531 23.4549 17.0843
N 13.2378 19.8882 17.8305
H 14.2065 15.5313 20.7057
C 11.1346 11.7505 20.9059
N 11.3665 14.7748 14.2322
H 19.6387 20.9494 12.0384
H 14.1383 26.9261 25.4379
C 17.9286 25.3249 26.1361
C 15.9556 22.1135 10.3427
C 19.5260 23.1145 16.8048
H 22.1150 21.8177 18.5199
H 16.8776 20.9376 22.6720
H 14.5459 14.7078 13.4453
C 13.4986 21.7306 19.4561
H 11.2368 22.6198 18.3047
H 12.8056 15.2626 16.4899
H 12.3158 19.0119 18.9911
H 15.3826 20.0755 15.9877
C 14.8975 26.2956 19.7480
H 8.8355 22.1590 15.9271
O 16.3571 23.1444 25.4685
H 8.7998 24.7705 16.0755
H 12.7375 26.7746 15.4439
C 13.2394 14.4482 15.8877
H 23.9964 23.8084 18.0926
H 16.4308 28.2706 16.8178
H 10.7267 26.3620 19.1375
C 16.4550 25.5264 25.8528
H 13.1238 25.0172 19.7055
H 11.9700 11.9913 16.1308
C 21.1494 21.1365 16.8099
N 17.8682 20.9356 11.4703
C 16.9471 15.5993 15.8405
H 10.5973 23.9493 21.8396
C 12.7260 16.9152 14.0384
H 15.0504 12.5292 18.5711
H 16.4482 13.0957 19.4524
H 14.6919 13.9087 22.6065
H 11.3210 15.7097 15.7602
O 11.5700 20.8914 14.1718
C 18.6702 22.8765 22.2686
N 19.4974 20.9273 23.5827
C 13.0257 21.3622 18.0221
H 10.6095 12.3410 15.0591
H 19.0142 20.9375 16.7529
C 14.5600 25.8038 23.6169
H 13.1815 15.8667 11.5813
H 10.1089 24.1220 15.6035
H 12.0675 20.6534 14.9558
H 16.0766 26.3032 27.8667
C 12.2934 13.7962 14.8526
O 19.3159 21.6216 24.7792
H 18.4237 21.9654 24.6476
O 12.8730 19.5844 16.4685
C 18.7932 18.9011 24.6754
H 21.3366 21.0874 15.7411
H 13.7169 21.8969 15.9978
H 18.0863 24.4438 26.7403
H 15.2870 21.5214 20.8181
H 20.6061 25.8250 17.6725
N 13.4976 26.4699 17.1600
C 15.4280 28.1255 17.2368
O 11.1837 15.5693 19.8033
H 14.2200 10.3504 20.1065
O 10.9322 17.7918 17.1069
C 19.9189 21.1029 21.2263
H 7.9513 20.9352 15.5499
H 18.5719 22.9330 10.0330
H 15.3134 25.9335 22.8146
O 8.8657 21.2244 15.6530
H 20.4947 12.4678 15.7157
H 18.5155 25.2751 25.2184
H 19.9104 21.8169 20.3918
H 11.4922 16.4851 19.8171
C 14.9994 26.6880 17.1649
H 21.9158 21.9037 22.9414
C 15.1066 13.1272 21.9646
H 19.5884 18.1501 24.5241
H 15.6421 21.9357 19.1389
H 13.7490 16.6515 14.2857
H 11.8418 28.5681 19.3098
H 14.2754 20.7176 9.8744
C 14.7476 23.3108 23.1647
H 10.8295 26.8211 17.4352
H 17.4859 17.7303 15.8180
C 11.8801 15.8493 13.3501
H 11.3406 24.8830 20.8392
H 21.1556 17.6396 16.0646
O 20.6607 25.2585 16.9050
C 12.7267 15.1146 12.2719
H 20.8780 20.5536 21.1387
H 18.6664 12.6995 17.5783
C 14.7666 11.7483 22.4226
H 22.5599 24.6884 15.3578
C 15.7160 25.5229 27.2080
H 16.9356 27.0943 24.3264
H 12.3132 14.1294 19.1167
H 23.1655 21.6654 17.0954
H 13.3816 22.7843 19.6813
H 18.4525 22.9830 14.9260
H 10.9921 17.7838 18.0571
H 16.5021 19.2023 16.9151
C 11.3294 26.2673 18.2399
H 16.2954 21.9514 9.3228
H 13.8399 17.4287 18.4578
H 23.5864 23.3144 15.6733
H 16.6181 25.9442 15.8694
C 12.7435 28.2890 18.7776
H 18.1812 23.2888 23.1588
H 18.5245 23.6155 18.5767
C 10.6148 16.4387 12.6772
H 15.7402 23.1339 26.1870
H 12.9886 10.4596 22.5535
H 14.6771 25.7930 27.0235
H 13.6052 28.5077 19.4224
H 17.4590 14.2374 14.2744
C 19.2367 16.6041 16.0203
H 10.6479 12.0521 19.9787
H 20.0815 22.8417 14.6279
C 17.5042 14.2671 15.3843
C 14.8687 14.8574 20.1354
C 13.4903 24.2324 25.1580
C 11.4008 12.8053 15.6637
H 21.6155 15.0949 15.6973
H 11.0374 19.1211 20.0098
H 14.6834 14.9557 19.0417
H 11.4286 15.2286 20.6774
C 18.8056 13.7667 17.4019
H 18.0130 24.7062 17.2709
O 18.8159 21.0356 12.5381
H 14.6706 27.9190 24.1074
C 15.0291 20.9036 10.6454
N 16.0687 24.4669 24.9086
C 19.4093 23.3541 15.3095
H 12.0370 14.5471 11.6474
H 20.0620 16.4200 18.0137
H 18.2863 16.2204 17.9844
H 14.7317 22.4574 17.3242
H 15.1093 26.2269 14.8898
H 15.9684 15.8744 15.4625
H 13.9130 12.5805 14.2844
H 15.3427 25.6821 20.5276
C 18.7973 19.1172 22.1792
H 14.6501 22.2872 23.5470
H 19.6025 14.1582 18.0049
H 16.1789 13.3418 21.9815
H 15.5860 24.8834 18.2927
O 13.0025 27.3711 16.1634
C 23.0155 24.2759 17.9827
H 22.6043 24.4481 18.9709
C 15.4841 12.5834 19.5720
H 12.7708 17.8136 13.4124
H 12.5996 12.4207 13.1333
C 15.5195 25.9615 15.8818
O 9.1541 24.0312 15.5707
N 19.7698 15.2405 15.6476
H 17.9095 14.2294 17.7962
H 16.4136 27.7036 25.8872
H 10.0187 17.6336 16.8297
C 17.8384 16.7564 15.4748
O 12.7805 13.2839 19.1022
H 20.5549 17.4288 14.4492
C 18.8065 20.0909 20.9759
C 19.1338 16.7856 17.5819
C 20.2223 17.6416 15.4783
H 16.1513 19.5979 19.5403
H 18.9461 12.0118 14.9690
H 12.7722 28.8397 17.8333
H 15.0281 11.5547 23.4566
H 21.4691 23.2380 22.0259
C 17.1216 20.2998 23.5039
H 21.1814 20.1149 17.1999
C 15.7084 19.9318 17.0235
H 10.7743 12.4930 21.6107
H 13.2184 23.2039 17.1054
H 14.4938 19.2646 20.1404
H 17.2874 17.6168 11.5045
H 17.7871 24.3347 10.7871
H 10.8042 16.9462 11.7176
H 19.9132 18.6777 15.4619
H 15.6543 22.0967 13.0292
C 15.8768 19.6718 10.8094
C 13.2540 11.5081 22.2885
H 18.2921 26.2048 26.6853
H 19.8889 13.2304 14.2338
C 19.5926 12.8609 15.2181
H 18.4160 18.5777 10.6049
C 16.5242 22.6424 12.7104
H 11.1588 21.6244 16.8367
C 16.2624 26.8972 25.1531
H 10.6345 20.8439 14.4320
H 14.2656 13.6669 12.0415
C 13.1811 10.6601 19.9506
H 11.3553 25.2148 17.9403
H 18.9527 19.5751 20.0223
H 12.7243 12.0814 23.0476
C 15.0920 19.8610 19.4475
H 18.6516 18.3737 12.3390
H 17.3897 23.0844 17.2242
H 15.9021 15.1048 20.4255
H 18.9162 23.3724 11.7120
C 22.1867 21.9961 17.4450
H 16.2590 19.4492 9.8043
C 11.5077 21.6350 17.8769
N 20.6967 23.9056 17.3654
C 13.1080 13.1302 13.7940
H 19.7419 18.5778 22.2014
H 13.5623 25.9279 23.1528
C 18.2640 23.6791 17.5260
C 18.9022 14.0416 15.9192
H 15.0939 27.3366 20.0685
C 17.0153 19.7354 11.8277
H 21.0362 23.1693 23.7132
H 15.1748 18.8634 11.0474
C 19.7277 21.6497 17.1922
O 20.9709 15.0868 16.4075
H 14.1416 14.8997 15.4382
H 16.6043 26.3609 18.4898
H 23.1840 25.2877 17.6126
H 14.8376 28.7901 16.6344
H 15.1703 24.9319 16.0253
H 17.8362 22.4658 21.6923
H 16.1530 18.6636 13.5814
H 12.1131 18.9810 16.6170
H 16.7801 20.8151 24.3859
H 12.9409 26.5298 20.5970
O 10.5582 15.4622 15.2400
C 13.7823 14.1668 12.8770
C 15.5914 25.9626 18.4066
C 21.0754 22.5650 22.8064
C 12.7353 26.7883 18.4549
H 12.5711 9.7728 20.0230
C 14.9897 21.3159 19.7695
N 13.1162 13.1472 20.4814
H 19.4705 24.3966 15.0724
C 19.7680 21.8808 22.4924
H 17.2295 19.9641 13.9917
H 17.8618 16.7616 14.3643
C 14.6573 17.9045 17.9091
H 16.8381 13.4628 15.6592
H 16.7622 15.6375 16.9095
C 18.5300 19.8051 23.4797
O 11.1183 24.7518 21.7710
H 13.1150 10.8859 18.8917
H 19.0489 19.5155 25.5279
C 18.1182 23.2984 10.9588
C 13.4030 26.0977 19.7028
H 17.8785 18.3899 24.9570
H 16.1975 23.6770 12.7517
C 14.8106 26.9370 24.5747
H 15.5616 17.4756 18.3710
H 13.4195 23.3058 25.7361
H 14.5436 17.6963 16.8433
C 16.4759 19.6605 13.2694
H 16.4128 19.4681 23.3780
H 15.2695 22.9635 10.4153
H 14.4410 21.1324 11.5351
C 14.6673 19.4586 18.0409
H 11.0053 20.8466 18.4453
C 14.5882 13.4021 20.5613
H 10.9408 13.2766 16.5155
H 17.8288 20.5682 20.9478
H 12.9296 21.2200 20.2383
H 13.2725 25.0137 25.8797
C 12.6506 11.7665 20.8778
H 10.1102 17.2261 13.2230
C 17.0888 22.2467 11.3842
H 19.6490 21.4629 18.2708
H 19.0927 17.8572 17.8088
H 12.6047 24.1659 24.5361
H 15.7545 23.4074 22.7525
H 10.6187 10.8631 21.2463
H 14.0379 23.5110 22.3558
H 17.1879 22.4815 13.5808
H 18.9549 23.7592 21.7094
H 18.0026 18.3930 21.9592
H 15.5856 20.2635 13.4529
H 13.5526 13.6466 16.5855
C 22.5310 23.6493 15.6546
H 16.1896 20.8611 17.3300
H 15.3260 11.0093 21.8224
H 9.8634 15.6502 12.5176
*
```

Kohn-Sham gap (eV): 8.1708
HOMO level (eV): -8.23
LUMO (Eh): -0.00220
ΔE to the lowest compared entry with this formula, charge and spin (kJ/mol): 0.0

These are the Mulliken partial charges, in e, on atoms 1 to 2: C -2.26; H 0.35